This record from the OMol25 dataset describes C54H47FN6O4S4W as an isolated structure at a distorted geometry. The level of theory is wB97M-V/def2-TZVPD.

```
117
Properties=species:S:1:pos:R:3
W 0.897 0.152 -0.527
N 1.631 1.711 0.523
S 1.389 2.356 1.849
N 1.092 1.366 3.068
S -0.043 0.319 2.651
N -0.280 0.094 1.195
S -0.303 -2.729 0.397
N 0.751 -1.749 -0.262
C -1.188 -3.531 -0.944
C -2.397 -2.926 -1.267
C -3.175 -3.464 -2.280
C -2.742 -4.600 -2.953
C -1.530 -5.191 -2.624
C -0.743 -4.662 -1.611
C 0.632 -4.069 1.121
C -0.025 -5.242 1.470
C 0.678 -6.221 2.155
C 2.005 -6.010 2.508
C 2.634 -4.817 2.185
C 1.944 -3.833 1.492
C 0.413 -1.097 3.623
C -0.527 -2.118 3.711
C -0.226 -3.238 4.465
C 0.995 -3.321 5.125
C 1.921 -2.292 5.030
C 1.636 -1.163 4.275
C -1.562 0.844 3.403
C -2.701 0.923 2.620
C -3.885 1.334 3.216
C -3.907 1.652 4.567
C -2.751 1.561 5.337
C -1.564 1.150 4.757
C 2.772 3.272 2.430
C 3.609 3.823 1.471
C 4.684 4.585 1.897
C 4.898 4.784 3.255
C 4.058 4.208 4.200
C 2.979 3.439 3.794
C 0.010 3.491 1.796
C -0.713 3.594 0.621
C -1.853 4.385 0.603
C -2.251 5.050 1.754
C -1.508 4.942 2.925
C -0.366 4.161 2.953
H -2.721 -2.049 -0.720
H -4.129 -3.015 -2.528
H -3.362 -5.040 -3.724
H -1.200 -6.078 -3.149
H 0.199 -5.126 -1.356
H -1.065 -5.395 1.210
H 0.184 -7.146 2.418
H 2.546 -6.779 3.044
H 3.663 -4.649 2.473
H 2.398 -2.889 1.237
H -1.477 -2.027 3.198
H -0.944 -4.044 4.543
H 1.221 -4.191 5.728
H 2.866 -2.364 5.552
H 2.343 -0.352 4.183
H -2.640 0.673 1.569
H -4.790 1.400 2.628
H -4.830 1.976 5.028
H -2.779 1.804 6.390
H -0.653 1.073 5.339
H 3.423 3.638 0.420
H 5.358 5.020 1.173
H 5.731 5.390 3.583
H 4.245 4.351 5.255
H 2.328 2.960 4.510
H -0.370 3.081 -0.265
H -2.421 4.483 -0.313
H -3.139 5.669 1.741
H -1.820 5.467 3.817
H 0.219 4.073 3.860
O -1.120 -0.046 -1.602
C -0.933 1.115 -2.070
O 0.263 1.556 -1.818
C -1.939 1.908 -2.721
C -1.599 3.153 -3.255
C -2.554 3.968 -3.848
C -3.845 3.488 -3.875
O -4.937 4.087 -4.370
C -6.052 3.227 -4.093
O -5.525 2.041 -3.492
C -4.191 2.243 -3.341
C -3.267 1.425 -2.767
H -0.566 3.471 -3.201
H -2.309 4.930 -4.274
H -6.563 2.982 -5.023
H -6.730 3.725 -3.399
H -3.525 0.462 -2.349
F 6.933 0.023 -2.098
C 5.658 0.007 -1.695
C 5.229 -1.017 -0.874
C 3.903 -1.035 -0.467
C 3.023 -0.036 -0.853
C 3.497 0.989 -1.682
C 4.808 1.013 -2.120
H 5.925 -1.792 -0.582
H 3.563 -1.853 0.151
H 2.835 1.785 -2.004
H 5.170 1.784 -2.787
C 1.931 -1.522 -6.278
N 0.646 -1.594 -5.618
C -0.572 -1.918 -6.359
C -1.676 -1.810 -5.291
N -0.908 -1.516 -4.086
C 0.400 -1.356 -4.330
S 1.595 -0.969 -3.185
H 1.984 -0.646 -6.927
H 2.083 -2.416 -6.882
H 2.715 -1.458 -5.529
H -0.497 -2.923 -6.778
H -0.713 -1.216 -7.181
H -2.227 -2.743 -5.181
H -2.383 -1.009 -5.511
H -1.301 -1.341 -3.177
```

Results
Maximum force = 3.8 eV Å⁻¹
Charge = +2
E_tot = -4474.56159 Ha
Spin multiplicity = 1

Here are the Löwdin charges for atoms 1 to 99, given in e:
1. W 1.702
2. N -0.396
3. S 0.853
4. N -0.351
5. S 0.801
6. N -0.421
7. S 1.054
8. N -0.519
9. C -0.378
10. C -0.108
11. C -0.072
12. C -0.067
13. C -0.046
14. C -0.055
15. C -0.393
16. C -0.088
17. C -0.054
18. C -0.055
19. C -0.052
20. C -0.076
21. C -0.316
22. C -0.086
23. C -0.052
24. C -0.048
25. C -0.048
26. C -0.051
27. C -0.325
28. C -0.059
29. C -0.051
30. C -0.048
31. C -0.047
32. C -0.056
33. C -0.310
34. C -0.047
35. C -0.043
36. C -0.041
37. C -0.046
38. C -0.067
39. C -0.295
40. C -0.053
41. C -0.046
42. C -0.046
43. C -0.044
44. C -0.053
45. H 0.105
46. H 0.115
47. H 0.116
48. H 0.118
49. H 0.123
50. H 0.121
51. H 0.117
52. H 0.116
53. H 0.117
54. H 0.072
55. H 0.117
56. H 0.120
57. H 0.119
58. H 0.118
59. H 0.107
60. H 0.104
61. H 0.114
62. H 0.116
63. H 0.117
64. H 0.123
65. H 0.111
66. H 0.119
67. H 0.119
68. H 0.118
69. H 0.105
70. H 0.081
71. H 0.108
72. H 0.116
73. H 0.119
74. H 0.114
75. O -0.119
76. C -0.556
77. O -0.202
78. C -0.144
79. C 0.008
80. C 0.047
81. C -0.196
82. O 0.075
83. C -0.083
84. O 0.053
85. C -0.197
86. C 0.091
87. H 0.131
88. H 0.134
89. H 0.147
90. H 0.146
91. H 0.133
92. F 0.085
93. C -0.272
94. C 0.010
95. C -0.100
96. C -0.402
97. C -0.190
98. C 0.006
99. H 0.126

***

This record from the OMol25 dataset describes C45H54CsN7S as an isolated structure. The level of theory is wB97M-V/def2-TZVPD.

```
108
Properties=species:S:1:pos:R:3
Cs 0.500 1.296 0.648
C -3.548 1.848 0.295
C -2.984 0.526 -0.211
C -2.809 -0.493 0.919
N -1.804 -0.038 1.850
C -2.055 0.160 3.097
C -3.346 0.062 3.746
C -3.641 -0.334 5.028
C -2.794 -0.734 6.068
C -1.404 -0.616 6.057
C -0.571 0.008 5.154
C -0.902 0.682 3.919
N -0.247 1.666 3.397
C 0.806 2.307 4.152
C 0.886 3.816 3.892
C 1.581 4.290 2.604
N 0.783 4.145 1.405
C 0.058 5.126 1.001
C -0.118 6.387 1.698
C -0.311 7.643 1.180
C -0.418 8.064 -0.152
C -0.542 7.214 -1.251
C -0.716 5.848 -1.310
C -0.765 4.878 -0.241
N -1.395 3.750 -0.268
C -2.321 3.448 -1.330
C -3.656 2.949 -0.758
H -2.913 2.208 1.108
H -4.541 1.666 0.722
H -2.020 0.706 -0.699
H -3.640 0.097 -0.981
H -2.460 -1.441 0.491
H -3.792 -0.688 1.371
H -4.196 0.281 3.111
H -4.705 -0.384 5.252
H -3.255 -1.148 6.958
H -0.896 -1.031 6.926
H 0.481 0.030 5.416
H 1.780 1.852 3.907
H 0.671 2.161 5.234
H 1.436 4.258 4.731
H -0.129 4.223 3.927
H 2.497 3.701 2.470
H 1.891 5.334 2.753
H -0.031 6.325 2.777
H -0.345 8.439 1.922
H -0.422 9.132 -0.341
H -0.558 7.711 -2.219
H -0.861 5.439 -2.304
H -1.892 2.664 -1.971
H -2.541 4.303 -1.984
H -4.286 2.612 -1.593
H -4.163 3.807 -0.307
C 4.322 -5.622 -0.491
C 3.387 -5.118 -1.591
C 2.515 -6.284 -2.075
C 4.246 -4.591 -2.749
C 2.497 -3.981 -1.102
C 2.623 -3.411 0.152
C 1.832 -2.320 0.492
N 0.962 -1.760 -0.335
C 0.823 -2.311 -1.543
C 1.548 -3.414 -1.956
C -0.159 -1.651 -2.446
C -1.114 -2.399 -3.122
C -2.046 -1.776 -3.947
C -1.939 -0.397 -4.074
C -0.946 0.271 -3.367
N -0.080 -0.322 -2.558
C -3.134 -2.599 -4.629
C -2.485 -3.680 -5.504
C -3.998 -3.265 -3.549
C -4.037 -1.738 -5.511
H 4.936 -6.436 -0.885
H 3.759 -6.006 0.363
H 4.984 -4.823 -0.149
H 3.147 -7.095 -2.445
H 1.849 -5.980 -2.886
H 1.900 -6.671 -1.260
H 4.923 -5.376 -3.099
H 4.838 -3.738 -2.414
H 3.628 -4.274 -3.592
H 3.371 -3.740 0.855
H 1.948 -1.857 1.463
H 1.408 -3.791 -2.963
H -1.140 -3.469 -2.960
H -2.615 0.177 -4.691
H -0.856 1.349 -3.453
H -1.857 -4.348 -4.913
H -1.861 -3.228 -6.277
H -3.257 -4.282 -5.990
H -3.405 -3.926 -2.916
H -4.791 -3.857 -4.014
H -4.459 -2.513 -2.907
H -3.471 -1.246 -6.304
H -4.552 -0.972 -4.928
H -4.796 -2.368 -5.980
S 5.973 -2.054 -0.213
C 5.675 -1.000 1.124
C 6.749 -0.292 1.727
C 6.532 0.505 2.824
C 5.242 0.617 3.345
C 4.242 -0.075 2.691
N 4.424 -0.843 1.615
H 7.736 -0.411 1.302
H 7.359 1.038 3.282
H 5.020 1.221 4.215
H 3.222 -0.023 3.073
```

Results
Maximum force = 0.8 eV Å⁻¹
Charge = -2
E_tot = -2548.77799 Ha
Spin multiplicity = 1

Here are the Löwdin charges for atoms 1 to 99, given in e:
1. Cs 0.980
2. C -0.219
3. C -0.220
4. C -0.257
5. N -0.055
6. C -0.266
7. C -0.062
8. C -0.156
9. C -0.180
10. C -0.155
11. C -0.071
12. C -0.282
13. N -0.076
14. C -0.275
15. C -0.182
16. C -0.266
17. N -0.057
18. C -0.267
19. C -0.064
20. C -0.155
21. C -0.182
22. C -0.160
23. C -0.075
24. C -0.263
25. N 0.015
26. C -0.263
27. C -0.195
28. H 0.104
29. H 0.108
30. H 0.038
31. H 0.107
32. H 0.105
33. H 0.095
34. H 0.076
35. H 0.084
36. H 0.061
37. H 0.085
38. H 0.082
39. H 0.100
40. H 0.099
41. H 0.100
42. H 0.109
43. H 0.101
44. H 0.096
45. H 0.080
46. H 0.084
47. H 0.061
48. H 0.083
49. H 0.077
50. H 0.085
51. H 0.094
52. H 0.101
53. H 0.105
54. C -0.075
55. C -0.557
56. C -0.058
57. C -0.046
58. C -0.159
59. C -0.012
60. C -0.121
61. N 0.076
62. C -0.230
63. C 0.025
64. C -0.207
65. C 0.029
66. C -0.167
67. C -0.009
68. C -0.132
69. N 0.128
70. C -0.560
71. C -0.050
72. C -0.042
73. C -0.073
74. H 0.080
75. H 0.085
76. H 0.039
77. H 0.077
78. H 0.068
79. H 0.085
80. H 0.080
81. H 0.055
82. H 0.076
83. H 0.097
84. H 0.095
85. H 0.112
86. H 0.117
87. H 0.099
88. H 0.103
89. H 0.076
90. H 0.089
91. H 0.081
92. H 0.080
93. H 0.081
94. H 0.090
95. H 0.085
96. H 0.086
97. H 0.081
98. S 0.400
99. C -0.854

***

This record from the OMol25 dataset describes a 2-piece molecular cluster, C3H9IN overall at a distorted geometry. The level of theory is wB97M-V/def2-TZVPD.

```
14
Properties=species:S:1:pos:R:3
C 0.416 1.790 -0.300
C -1.156 -1.360 0.457
C 0.664 0.302 0.024
N -0.158 -0.854 -0.586
I 2.879 -0.054 0.052
H 0.749 2.471 0.502
H 1.037 2.125 -1.116
H -0.643 1.929 -0.472
H -1.440 -2.361 0.101
H -0.696 -1.502 1.439
H -1.901 -0.679 0.614
H 0.206 0.212 1.584
H 0.676 -1.478 -0.908
H -0.634 -0.540 -1.391
```

Results
Maximum force = 5.6 eV Å⁻¹
Charge = +1
E_tot = -471.77915 Ha
Spin multiplicity = 1

Table of Löwdin atomic charges, one value per atom, all in e:
1. C -0.179
2. C -0.003
3. C -0.690
4. N -0.022
5. I 0.841
6. H 0.095
7. H 0.059
8. H 0.077
9. H 0.116
10. H 0.089
11. H 0.073
12. H 0.239
13. H 0.161
14. H 0.144

***

This record from the OMol25 dataset describes C24H24BNO5Tl as an isolated structure. The level of theory is wB97M-V/def2-TZVPD.

```
56
Properties=species:S:1:pos:R:3
Tl 0.753 -0.557 -2.058
C 5.694 0.387 -3.110
C 4.217 0.657 -3.336
C 3.635 1.969 -2.881
O 3.509 -0.206 -3.807
H 6.222 1.237 -2.681
H 6.154 0.112 -4.059
H 5.784 -0.470 -2.442
H 4.384 2.739 -2.703
H 3.103 1.777 -1.943
H 2.886 2.316 -3.591
O -1.668 -2.929 -3.394
B -1.146 -2.181 -2.302
O -1.568 -2.860 -1.114
C -2.290 -3.952 -1.498
C -2.885 -4.915 -0.717
C -3.553 -5.947 -1.380
C -3.612 -5.989 -2.768
C -3.005 -5.001 -3.548
C -2.348 -3.993 -2.881
H -2.844 -4.862 0.363
H -4.030 -6.728 -0.802
H -4.135 -6.801 -3.255
H -3.052 -5.017 -4.628
C -1.806 0.839 5.468
C -1.479 0.252 4.120
C -1.418 -1.127 3.960
C -1.170 -1.681 2.712
C -0.932 -0.857 1.628
C -0.958 0.526 1.777
N -0.720 1.334 0.651
C 0.356 2.200 0.528
C 1.267 2.396 1.568
C 2.292 3.322 1.445
C 2.423 4.081 0.293
C 1.526 3.873 -0.748
C 0.513 2.931 -0.667
C -0.360 2.692 -1.897
O -0.655 3.663 -2.588
O -0.680 1.471 -2.116
C -1.271 1.095 3.020
C -1.431 2.582 3.175
H -1.794 0.066 6.236
H -2.798 1.298 5.471
H -1.097 1.617 5.754
H -1.581 -1.769 4.818
H -1.143 -2.755 2.583
H -0.748 -1.287 0.651
H -1.083 1.024 -0.247
H 1.178 1.806 2.472
H 2.989 3.449 2.266
H 3.210 4.819 0.204
H 1.592 4.445 -1.665
H -1.473 3.072 2.205
H -0.603 3.026 3.734
H -2.350 2.812 3.718
```

Results
Maximum force = 0.4 eV Å⁻¹
Charge = -1
E_tot = -1557.40297 Ha
Spin multiplicity = 1

Table of Löwdin atomic charges, one value per atom, all in e:
1. Tl 0.851
2. C -0.023
3. C -0.514
4. C -0.033
5. O -0.026
6. H 0.066
7. H 0.080
8. H 0.084
9. H 0.074
10. H 0.060
11. H 0.095
12. O 0.084
13. B -0.532
14. O 0.044
15. C -0.234
16. C -0.003
17. C -0.110
18. C -0.111
19. C -0.004
20. C -0.236
21. H 0.112
22. H 0.091
23. H 0.090
24. H 0.113
25. C -0.059
26. C -0.240
27. C -0.067
28. C -0.078
29. C -0.005
30. C -0.200
31. N 0.094
32. C -0.215
33. C -0.038
34. C -0.104
35. C -0.115
36. C -0.056
37. C -0.090
38. C -0.651
39. O 0.014
40. O -0.247
41. C -0.177
42. C -0.040
43. H 0.069
44. H 0.079
45. H 0.077
46. H 0.099
47. H 0.100
48. H 0.083
49. H 0.108
50. H 0.107
51. H 0.093
52. H 0.088
53. H 0.114
54. H 0.081
55. H 0.084
56. H 0.077

***

This record from the OMol25 dataset describes C4H6N2O in the gas phase. The level of theory is wB97M-V/def2-TZVPD.

```
13
Properties=species:S:1:pos:R:3
C -0.649 1.994 -0.983
O 0.547 1.381 -0.528
C 0.397 0.112 -0.086
C 0.757 -0.331 1.156
N 0.478 -1.680 1.134
C -0.039 -1.964 -0.087
N -0.105 -0.901 -0.854
H -0.927 1.646 -1.984
H -0.449 3.068 -1.006
H -1.475 1.793 -0.288
H 1.166 0.181 2.012
H 0.642 -2.334 1.881
H -0.345 -2.964 -0.366
```

Results
Maximum force = 0.3 eV Å⁻¹
Structure (SMILES) = COc1c[nH]cn1
E_tot = -340.75452 Ha
Spin multiplicity = 1

Table of Löwdin atomic charges, one value per atom, all in e:
1. C -0.085
2. O -0.092
3. C -0.411
4. C -0.030
5. N 0.039
6. C -0.200
7. N 0.133
8. H 0.086
9. H 0.086
10. H 0.093
11. H 0.116
12. H 0.146
13. H 0.117

***

This record from the OMol25 dataset describes C4H4N6O2 in the gas phase at a distorted geometry. The level of theory is wB97M-V/def2-TZVPD.

```
16
Properties=species:S:1:pos:R:3
N -1.170 -0.802 -3.357
C -0.301 -0.180 -2.221
N -0.528 0.988 -1.526
C 0.337 0.566 -0.391
C 0.269 1.091 0.920
N -0.364 2.132 1.303
O -0.316 2.186 2.722
N 0.257 1.045 3.297
C 0.704 0.385 2.197
N 1.351 -0.884 2.143
N 0.713 -0.686 -0.327
O 0.432 -1.165 -1.655
H -1.762 -1.831 -3.505
H -1.893 -0.101 -3.766
H 0.944 -1.251 1.123
H 1.327 -1.494 3.043
```

Results
Maximum force = 6.0 eV Å⁻¹
Structure (SMILES) = Nc1nc(-c2nonc2N)no1
E_tot = -633.60816 Ha
Spin multiplicity = 1

Table of Löwdin atomic charges, one value per atom, all in e:
1. N 0.024
2. C -0.328
3. N 0.212
4. C -0.240
5. C -0.206
6. N 0.155
7. O -0.120
8. N 0.107
9. C -0.298
10. N 0.045
11. N 0.107
12. O 0.028
13. H 0.192
14. H 0.094
15. H 0.096
16. H 0.130

***

This record from the OMol25 dataset describes C6H17BrOSi2 in the gas phase at a distorted geometry. The level of theory is wB97M-V/def2-TZVPD.

```
27
Properties=species:S:1:pos:R:3
C 1.701 1.105 -2.308
C -1.709 1.886 -1.414
C 1.365 -1.739 3.220
C 1.362 -0.357 -2.028
C -1.791 0.409 -1.792
C -0.090 -1.286 3.163
O -0.097 -0.415 0.400
Si -0.334 -0.671 -1.215
Si -0.402 0.075 1.890
Br -2.786 0.493 2.135
H 0.982 1.545 -2.993
H 1.696 1.684 -1.387
H 2.688 1.191 -2.756
H -1.546 1.997 -0.345
H -0.901 2.390 -1.937
H -2.641 2.392 -1.662
H 1.684 -2.135 2.258
H 2.017 -0.906 3.480
H 1.494 -2.517 3.970
H 2.137 -0.776 -1.386
H 1.408 -0.911 -2.965
H -1.912 0.320 -2.873
H -2.702 0.000 -1.348
H -0.391 -0.925 4.149
H -0.726 -2.147 2.944
H -0.679 -2.094 -1.284
H 0.171 1.393 2.086
```

Results
Maximum force = 3.8 eV Å⁻¹
E_tot = -3466.97137 Ha
Spin multiplicity = 3

Table of Löwdin atomic charges, one value per atom, all in e:
1. C -0.170
2. C -0.166
3. C -0.185
4. C -0.315
5. C -0.317
6. C -0.383
7. O -0.430
8. Si 0.539
9. Si 0.155
10. Br 0.417
11. H 0.056
12. H 0.068
13. H 0.065
14. H 0.032
15. H 0.055
16. H 0.069
17. H 0.062
18. H 0.063
19. H 0.063
20. H 0.068
21. H 0.061
22. H 0.068
23. H 0.057
24. H 0.060
25. H 0.065
26. H -0.003
27. H -0.053

***

This record from the OMol25 dataset describes a 2-piece molecular cluster, C2H5I2P overall at a distorted geometry. The level of theory is wB97M-V/def2-TZVPD.

```
10
Properties=species:S:1:pos:R:3
C 0.669 1.502 0.478
C -0.347 2.067 -0.162
H 1.419 1.828 1.204
H 0.666 0.384 0.189
H -0.686 3.012 0.034
H -0.967 1.465 -0.846
I 1.693 -3.499 -0.321
P -0.032 -1.992 0.314
I -1.463 -1.749 -1.670
H -0.953 -3.018 0.781
```

Results
Maximum force = 3.2 eV Å⁻¹
Structure (SMILES) = C=C.IPI
E_tot = -1015.91102 Ha
Spin multiplicity = 1

Table of Löwdin atomic charges, one value per atom, all in e:
1. C -0.089
2. C -0.085
3. H 0.054
4. H -0.051
5. H 0.008
6. H 0.022
7. I 0.268
8. P -0.178
9. I 0.240
10. H -0.188

***

- Look up the spin multiplicity of the seventh one.
  3

***

- The highest E_tot belongs to which entry?
  C4H6N2O

***

- Which formula does entry 3 have?
  C3H9IN